1.
Entry from OMol25: a molecular structure, C15H15MoNO2 (ωB97M-V/def2-TZVPD).

Each line ends with the Löwdin charge.
Cartesian coordinates (Å):
C  2.233  -0.105  -0.220  -0.18
C  1.945  -0.180  1.182  -0.20
C  1.415  1.089  1.597  -0.19
C  1.344  1.938  0.437  -0.18
C  1.836  1.191  -0.691  -0.18
Mo  -0.024  0.115  0.077  1.58
C  -0.173  -2.153  0.274  -0.17
C  0.017  -2.210  -1.180  -0.52
C  0.495  -3.203  -1.975  0.01
N  -0.270  -0.814  -1.681  -0.15
H  1.164  1.378  2.616  0.11
H  2.144  -1.029  1.833  0.11
H  1.057  2.986  0.426  0.12
H  1.957  1.574  -1.703  0.12
H  2.738  -0.867  -0.810  0.12
H  0.500  -2.750  0.889  0.05
H  -0.323  -0.677  -2.681  0.05
H  -1.228  -2.159  0.597  0.06
H  0.784  -4.129  -1.484  0.05
H  0.622  -3.065  -3.047  0.04
O  -2.814  0.036  0.741  0.00
C  -2.572  1.245  0.532  -0.56
O  -1.430  1.739  0.113  -0.21
C  -3.594  2.332  0.756  -0.14
C  -3.226  3.665  0.524  -0.03
C  -4.127  4.700  0.772  -0.08
C  -5.414  4.409  1.246  -0.09
C  -5.792  3.075  1.464  -0.08
C  -4.884  2.039  1.219  -0.02
H  -2.223  3.877  0.152  0.11
H  -3.814  5.730  0.594  0.10
H  -6.118  5.218  1.442  0.10
H  -6.794  2.844  1.829  0.10
H  -5.153  0.995  1.381  0.12

Its frontier orbital gap (spin up / spin down) is 0.250 / 0.270 Ha. As for the molar mass: 337.23 g mol⁻¹. As for the expectation value of S²: 2.02. The multiplicity is 3. For the largest force on an atom, the calculation gives 3.29 eV/Å. The net charge is 0. For the LUMO energy (spin up / spin down), the calculation gives -0.30 / -0.46 eV.

2.
Entry from OMol25: a molecular structure, C43H38N4OP2Pt (ωB97M-V/def2-TZVPD).

Each line ends with the Löwdin charge.
Cartesian coordinates (Å):
Pt  -0.294  0.024  -0.076  0.81
C  4.512  3.416  0.461  -0.04
C  5.045  2.479  -0.423  -0.05
C  4.265  1.441  -0.893  0.00
C  2.940  1.349  -0.464  -0.25
C  2.400  2.283  0.414  -0.03
C  3.193  3.319  0.882  -0.05
N  2.054  0.329  -0.903  -0.02
N  2.533  -0.546  -1.631  0.09
C  1.571  -1.505  -2.086  -0.34
C  2.040  -2.475  -2.947  0.03
C  1.139  -3.407  -3.444  0.00
C  -0.186  -3.324  -3.053  -0.01
C  -0.567  -2.314  -2.184  -0.11
N  0.292  -1.410  -1.713  -0.03
H  5.133  4.226  0.819  0.12
H  6.073  2.567  -0.745  0.12
H  4.665  0.711  -1.582  0.11
H  1.366  2.188  0.723  0.07
H  2.781  4.045  1.570  0.11
H  3.089  -2.483  -3.210  0.13
H  1.469  -4.182  -4.122  0.13
H  -0.924  -4.030  -3.407  0.12
H  -1.592  -2.226  -1.846  0.11
O  1.676  -2.095  0.697  -0.04
N  0.584  -1.388  1.230  -0.16
C  0.187  -1.950  2.305  -0.04
C  -0.875  -1.511  3.190  -0.20
C  -1.070  -2.326  4.311  0.00
C  -1.961  -1.966  5.304  -0.03
C  -2.644  -0.764  5.193  -0.02
C  -2.457  0.047  4.084  -0.05
C  -1.589  -0.316  3.059  -0.28
P  -1.519  0.841  1.637  0.93
C  -3.305  0.979  1.348  -0.37
C  -3.906  -0.148  0.783  -0.13
C  -5.284  -0.227  0.666  -0.05
C  -6.077  0.820  1.117  -0.04
C  -5.489  1.929  1.707  -0.05
C  -4.109  2.006  1.835  -0.10
C  -0.836  2.318  2.439  -0.34
C  -1.230  3.627  2.183  -0.09
C  -0.608  4.683  2.838  -0.05
C  0.419  4.443  3.736  -0.05
C  0.835  3.139  3.981  -0.06
C  0.211  2.085  3.339  -0.10
H  2.415  -1.469  0.721  0.10
H  0.753  -2.824  2.613  0.15
H  -0.504  -3.245  4.401  0.13
H  -2.109  -2.606  6.162  0.12
H  -3.329  -0.454  5.971  0.12
H  -3.007  0.977  4.020  0.12
H  -3.287  -0.972  0.442  0.10
H  -5.739  -1.106  0.230  0.12
H  -7.154  0.763  1.025  0.12
H  -6.105  2.736  2.082  0.12
H  -3.678  2.864  2.329  0.10
H  -2.009  3.844  1.468  0.07
H  -0.934  5.696  2.641  0.12
H  0.894  5.268  4.251  0.12
H  1.638  2.944  4.680  0.12
H  0.535  1.073  3.554  0.11
C  -2.830  0.615  -2.296  -0.20
P  -1.337  1.401  -1.636  0.87
C  -0.496  1.867  -3.191  -0.33
C  0.656  1.289  -3.701  -0.08
C  1.163  1.679  -4.935  -0.05
C  0.515  2.650  -5.677  -0.05
C  -0.643  3.236  -5.179  -0.05
C  -1.143  2.853  -3.948  -0.08
C  -1.824  3.041  -1.053  -0.40
C  -0.820  4.004  -0.936  -0.10
C  -1.147  5.319  -0.655  -0.06
C  -2.479  5.681  -0.484  -0.05
C  -3.480  4.727  -0.594  -0.05
C  -3.156  3.407  -0.889  -0.10
H  -3.299  1.288  -3.013  0.07
H  -3.539  0.353  -1.517  0.02
H  -2.523  -0.283  -2.832  0.05
H  1.180  0.536  -3.150  0.05
H  2.068  1.219  -5.310  0.11
H  0.908  2.956  -6.638  0.12
H  -1.156  4.000  -5.748  0.12
H  -2.036  3.339  -3.575  0.11
H  0.219  3.732  -1.096  0.11
H  -0.366  6.065  -0.579  0.12
H  -2.736  6.712  -0.279  0.12
H  -4.517  5.011  -0.473  0.12
H  -3.949  2.679  -1.000  0.11

Its frontier orbital gap is 0.284 Ha. As for the molar mass: 883.83 g mol⁻¹. For the largest force on an atom, the calculation gives 0.54 eV/Å. The net charge is +2. For the LUMO energy, the calculation gives -6.19 eV.

3.
Entry from OMol25: a molecular structure, C12H13NSn (ωB97M-V/def2-TZVPD).

Each line ends with the Löwdin charge.
Cartesian coordinates (Å):
Sn  -2.194  1.012  -0.019  1.33
C  -1.335  0.132  -3.400  0.19
H  -0.255  0.338  -3.231  0.08
H  -1.766  -0.870  -3.223  0.07
H  -2.056  1.088  -3.452  0.13
H  -0.953  -0.358  -4.714  0.05
H  -0.813  -0.750  -5.472  0.34
C  1.756  2.954  -0.051  -0.01
C  2.618  2.100  0.691  0.02
C  2.042  0.982  1.267  0.03
C  0.692  0.664  1.010  -0.21
N  -0.121  1.568  0.366  -0.15
C  0.381  2.690  -0.173  -0.13
C  0.035  -0.555  1.384  -0.23
C  0.715  -1.559  2.145  0.01
C  0.092  -2.774  2.426  -0.02
C  -1.267  -2.957  2.002  -0.01
C  -1.965  -1.902  1.277  -0.11
C  -1.310  -0.712  0.983  -0.36
H  2.123  3.843  -0.513  0.11
H  3.680  2.333  0.861  0.14
H  2.661  0.314  1.867  0.12
H  -0.373  3.302  -0.717  0.11
H  1.743  -1.361  2.485  0.12
H  0.674  -3.557  2.967  0.14
H  -1.769  -3.910  2.242  0.12
H  -3.036  -2.054  0.994  0.11

Its frontier orbital gap (spin up / spin down) is 0.129 / 0.129 Ha. As for the molar mass: 289.95 g mol⁻¹. For the largest force on an atom, the calculation gives 2.92 eV/Å. The net charge is +2. For the LUMO energy (spin up / spin down), the calculation gives -11.30 / -11.30 eV.

4.
Entry from OMol25: a molecular structure, C29H46GdP2Se (ωB97M-V/def2-TZVPD).

Each line ends with the Löwdin charge.
Cartesian coordinates (Å):
Gd  -0.579  -0.719  0.702  0.98
C  -2.606  0.206  2.197  -0.34
C  -3.142  0.128  0.875  -0.33
C  -2.753  -2.024  1.621  -0.32
C  -2.370  -1.125  2.657  -0.32
C  -3.194  -1.252  0.503  -0.33
C  -2.452  1.443  3.006  -0.05
H  -2.229  2.313  2.378  0.06
H  -1.638  1.332  3.733  0.08
H  -3.371  1.668  3.569  0.10
C  -1.910  -1.510  4.017  -0.03
H  -1.993  -0.663  4.709  0.08
H  -0.863  -1.850  4.025  0.07
H  -2.519  -2.335  4.410  0.09
C  -2.798  -3.503  1.707  -0.05
H  -2.989  -3.832  2.737  0.09
H  -1.850  -3.955  1.381  0.04
H  -3.592  -3.902  1.067  0.09
C  -3.749  -1.810  -0.753  -0.05
H  -4.818  -2.058  -0.648  0.10
H  -3.227  -2.734  -1.041  0.09
H  -3.656  -1.098  -1.583  0.06
C  -3.729  1.241  0.089  -0.04
H  -4.830  1.272  0.172  0.10
H  -3.490  1.141  -0.978  0.06
H  -3.353  2.209  0.436  0.06
C  3.086  2.671  -1.718  -0.13
C  2.199  3.636  -1.397  -0.17
C  1.550  4.567  -2.380  -0.17
C  1.238  3.950  -3.772  -0.17
C  0.791  2.521  -3.738  -0.12
C  1.565  1.433  -3.946  -0.15
C  3.065  1.420  -3.938  -0.16
C  3.728  2.510  -3.059  -0.16
H  2.195  5.451  -2.525  0.13
H  2.098  4.103  -4.437  0.11
H  0.615  4.970  -1.964  0.10
H  3.764  3.453  -3.618  0.11
H  3.520  2.030  -0.944  0.10
H  2.087  3.953  -0.355  0.09
H  4.776  2.214  -2.900  0.12
H  3.427  0.430  -3.609  0.11
H  1.116  0.530  -4.376  0.09
H  3.435  1.523  -4.975  0.13
H  0.416  4.539  -4.208  0.12
H  -0.301  2.429  -3.732  0.09
P  0.635  1.677  0.642  0.80
C  2.175  2.132  1.473  -0.25
C  -0.377  3.112  0.168  -0.24
P  -0.131  -0.531  -1.926  0.81
C  0.981  0.815  -1.043  -0.50
C  -1.321  0.258  -3.053  -0.26
C  1.005  -1.588  -2.868  -0.24
H  2.626  1.216  1.886  0.06
H  1.934  2.791  2.319  0.07
H  2.926  2.623  0.848  0.02
H  -0.068  3.541  -0.791  0.01
H  -0.291  3.886  0.946  0.08
H  -1.436  2.829  0.088  0.03
H  1.865  -1.045  -3.282  0.03
H  0.447  -2.072  -3.681  0.07
H  1.372  -2.373  -2.188  0.03
H  2.023  0.464  -1.072  0.06
H  0.901  1.648  -1.736  -0.02
H  -2.117  -0.476  -3.252  0.05
H  -0.882  0.547  -4.016  0.03
H  -1.789  1.140  -2.591  0.05
Se  0.876  -3.097  0.982  0.63
C  1.273  -4.016  2.570  -0.66
C  2.613  -4.409  2.845  -0.13
C  2.904  -5.219  3.939  -0.09
C  1.888  -5.633  4.813  -0.08
C  0.571  -5.215  4.580  -0.08
C  0.267  -4.412  3.483  -0.13
H  3.402  -4.080  2.170  0.09
H  3.934  -5.538  4.117  0.11
H  2.118  -6.271  5.666  0.11
H  -0.231  -5.523  5.259  0.11
H  -0.762  -4.098  3.306  0.07

Its frontier orbital gap (spin up / spin down) is 0.271 / 0.202 Ha. As for the molar mass: 692.85 g mol⁻¹. As for the expectation value of S²: 16.08. The multiplicity is 8. For the largest force on an atom, the calculation gives 3.16 eV/Å. The net charge is +1. For the LUMO energy (spin up / spin down), the calculation gives -2.72 / -4.48 eV.

5.
Entry from OMol25: 6 unconnected molecules or ions with the total composition C3H21Br2N4O3 (ωB97M-V/def2-TZVPD).

Each line ends with the Löwdin charge.
Cartesian coordinates (Å):
N  1.222  1.335  4.592  0.35
H  1.313  1.895  5.428  0.17
H  0.605  1.510  3.811  0.17
H  0.984  0.371  4.773  0.16
H  2.180  1.241  4.285  0.15
N  5.129  -1.215  0.723  0.36
H  4.408  -1.772  0.288  0.16
H  4.672  -0.434  1.173  0.15
H  5.902  -0.985  0.116  0.16
H  5.558  -1.766  1.453  0.16
N  1.769  2.747  -2.858  0.36
H  1.004  2.087  -2.874  0.16
H  1.372  3.650  -3.077  0.17
H  2.245  2.393  -3.675  0.16
H  2.237  2.664  -1.967  0.16
N  -0.152  -6.096  -2.586  0.36
H  0.479  -5.411  -2.196  0.15
H  -0.658  -5.724  -3.377  0.16
H  -0.856  -6.297  -1.890  0.16
H  0.323  -6.933  -2.894  0.16
O  -0.951  -1.679  -1.785  0.02
C  0.116  -1.503  -0.904  -0.91
O  1.010  -2.352  -0.867  -0.09
O  0.004  -0.536  -0.152  -0.09
H  -1.598  -0.997  -1.589  0.08
Br  -3.484  4.137  2.215  0.55
C  -4.644  2.679  1.498  -0.64
C  -5.202  3.072  0.135  -0.66
Br  -3.918  2.632  -1.289  0.55
H  -5.420  2.762  2.259  0.04
H  -4.241  1.667  1.474  0.06
H  -5.208  4.132  -0.116  0.02
H  -6.201  2.725  -0.129  0.07

Its frontier orbital gap is 0.217 Ha. As for the molar mass: 321.03 g mol⁻¹. For the largest force on an atom, the calculation gives 2.16 eV/Å. The net charge is +3. For the LUMO energy, the calculation gives -8.63 eV.

6.
Entry from OMol25: a gas-phase ion, C3H2N3 (charge +1) (ωB97M-V/def2-TZVPD).

Each line ends with the Löwdin charge.
Cartesian coordinates (Å):
C  -2.694  0.073  -0.112  0.19
C  0.440  1.674  0.484  0.28
C  0.565  -0.746  0.140  0.10
N  -1.723  -0.570  0.066  -0.05
N  -0.595  -1.094  0.304  0.11
N  1.009  0.900  -0.216  0.07
H  1.527  -1.108  0.434  0.15
H  1.471  0.871  -1.100  0.16

Its frontier orbital gap is 0.340 Ha. As for the molar mass: 80.07 g mol⁻¹. For the largest force on an atom, the calculation gives 2.72 eV/Å. The net charge is +1. For the LUMO energy, the calculation gives -7.38 eV.

7.
Entry from OMol25: 2 unconnected molecules or ions with the total composition C5H10O (ωB97M-V/def2-TZVPD).

Each line ends with the Löwdin charge.
Cartesian coordinates (Å):
C  1.904  -0.627  0.882  -0.02
C  1.353  -0.231  -0.260  -0.18
C  0.074  -0.805  -0.815  -0.15
C  -1.050  0.183  -0.651  -0.44
C  -2.048  0.057  0.226  0.02
O  -0.882  1.251  -1.481  0.04
H  1.466  -1.430  1.473  0.06
H  2.796  -0.155  1.283  0.05
H  0.034  0.965  2.788  0.04
H  1.789  0.594  -0.821  0.10
H  0.188  -1.029  -1.884  0.12
H  -0.182  -1.735  -0.297  0.12
H  -2.105  -0.814  0.868  0.06
H  -2.814  0.819  0.347  0.06
H  -0.446  0.828  2.236  0.01
H  -1.568  1.904  -1.289  0.11

Its frontier orbital gap is 0.364 Ha. As for the molar mass: 86.13 g mol⁻¹. For the largest force on an atom, the calculation gives 0.39 eV/Å. The net charge is 0. For the LUMO energy, the calculation gives 0.93 eV. Its SMILES is C=CCC(=C)O.[H][H].

8.
Entry from OMol25: a molecular structure, C24H43FNdP2 (ωB97M-V/def2-TZVPD).

Each line ends with the Löwdin charge.
Cartesian coordinates (Å):
Nd  -0.907  1.631  2.266  1.91
C  0.026  0.308  4.484  -0.29
C  1.125  0.826  3.742  -0.32
C  -0.166  2.609  4.437  -0.36
C  -0.779  1.402  4.902  -0.31
C  1.016  2.252  3.713  -0.38
C  -0.091  -1.089  4.981  -0.02
H  0.273  -1.816  4.243  0.06
H  -1.131  -1.352  5.208  0.09
H  0.490  -1.251  5.912  0.11
C  -1.954  1.276  5.804  -0.02
H  -1.739  0.618  6.662  0.10
H  -2.821  0.843  5.289  0.09
H  -2.264  2.249  6.201  0.09
C  -0.813  3.940  4.466  -0.04
H  -1.349  4.078  5.412  0.10
H  -1.552  4.070  3.655  0.07
H  -0.072  4.743  4.382  0.09
C  1.737  3.159  2.790  -0.05
H  2.387  3.856  3.344  0.11
H  1.043  3.784  2.196  0.08
H  2.387  2.599  2.108  0.09
C  2.251  0.028  3.184  -0.02
H  3.202  0.578  3.256  0.10
H  2.118  -0.229  2.121  0.06
H  2.369  -0.914  3.730  0.08
C  -0.278  -3.191  1.091  -0.10
C  0.811  -3.367  1.845  -0.12
C  2.255  -3.310  1.452  -0.17
C  2.606  -2.755  0.049  -0.19
C  2.342  -1.312  -0.187  -0.11
C  1.205  -0.709  -0.561  -0.14
C  -0.196  -1.205  -0.464  -0.24
C  -0.338  -2.736  -0.342  -0.20
H  2.689  -4.324  1.502  0.13
H  2.169  -3.386  -0.735  0.11
H  2.777  -2.729  2.230  0.10
H  0.389  -3.250  -0.988  0.09
H  -1.267  -3.525  1.482  0.12
H  0.662  -3.693  2.885  0.10
H  -1.332  -3.017  -0.734  0.11
H  -0.785  -0.750  0.366  0.08
H  1.268  0.346  -0.860  0.11
H  -0.735  -0.869  -1.374  0.01
H  3.696  -2.869  -0.059  0.12
H  3.237  -0.683  -0.064  0.12
P  -0.947  -0.754  -3.667  0.79
P  -0.999  1.967  -4.653  0.76
C  -1.173  -0.675  -5.520  -0.43
C  -1.625  0.728  -5.910  -0.46
H  -1.906  -1.441  -5.815  0.08
H  -0.218  -0.933  -6.003  0.08
H  -1.255  0.997  -6.911  0.08
H  -2.723  0.785  -5.927  0.08
C  -1.666  3.390  -5.626  -0.34
H  -1.291  4.324  -5.196  0.03
H  -2.760  3.387  -5.565  0.03
H  -1.361  3.323  -6.679  0.04
C  0.699  2.040  -5.394  -0.31
H  0.645  1.969  -6.488  0.04
H  1.331  1.236  -5.002  0.02
H  1.146  3.002  -5.119  0.03
C  -2.508  -1.673  -3.339  -0.28
H  -2.574  -1.976  -2.288  0.02
H  -2.556  -2.554  -3.990  0.04
H  -3.351  -1.008  -3.564  0.05
C  0.283  -2.121  -3.755  -0.27
H  1.059  -1.832  -4.477  0.04
H  -0.200  -3.044  -4.095  0.05
H  0.776  -2.284  -2.790  0.00
F  -2.787  2.285  2.754  -0.51

Its frontier orbital gap (spin up / spin down) is 0.221 / 0.224 Ha. As for the molar mass: 556.79 g mol⁻¹. As for the expectation value of S²: 3.76. The multiplicity is 4. For the largest force on an atom, the calculation gives 1.92 eV/Å. The net charge is +1. For the LUMO energy (spin up / spin down), the calculation gives -3.79 / -3.71 eV.